Formula: C46H48Cl3GeN8RbS4Te
Source: the Open Molecules 2025 dataset
Level of theory: the ωB97M-V functional and the def2-TZVPD basis

Structure (ORCA input):
```
! RIJCOSX wB97M-V def2-TZVPD def2/J DEFGRID3
* xyz -1 2
Te -2.333 -0.329 2.901
Rb 0.294 -1.100 -0.043
Ge 3.365 -4.126 0.532
Cl 3.480 -6.191 -0.551
Cl 5.547 -3.614 0.062
Cl 2.345 -2.946 -1.309
S -0.623 -3.395 2.704
S 2.048 -1.283 2.798
S 2.299 -2.689 4.136
S 0.731 -4.054 3.978
N 0.603 2.092 1.249
N -1.438 -4.417 -0.960
N -2.622 -1.736 -1.728
N -2.691 1.208 -1.548
N 3.004 1.913 1.332
N 2.961 1.269 0.291
N 1.720 1.516 -4.457
N 0.920 0.729 -2.367
C 1.196 0.563 -3.607
C -0.480 2.789 1.587
C -5.699 2.706 4.818
C 1.916 3.714 2.430
C 3.730 0.793 -5.766
C 4.222 -0.042 -1.243
C -4.510 3.222 4.319
C 0.527 1.038 5.896
C -0.490 -5.335 -0.769
C -2.713 -2.933 -2.310
C -1.570 -3.884 -2.175
C -1.082 -1.201 5.545
C 5.366 0.800 0.715
C -4.971 0.487 4.227
C -0.444 3.973 2.307
C -4.566 0.739 -0.133
C 0.913 -0.795 -4.193
C -1.103 -0.174 4.610
C 0.219 -5.170 -3.054
C -3.710 -0.960 -1.752
C -3.639 0.385 -1.107
C -3.861 -3.375 -2.964
C -4.523 2.027 0.374
C -4.972 -2.557 -2.997
C 5.405 -0.608 -1.694
C -0.255 -1.103 6.656
C -5.927 1.338 4.771
C -1.502 3.302 -1.522
C -0.294 0.942 4.782
C 2.248 1.161 -5.764
C -0.364 -5.914 0.607
C -3.778 0.997 3.721
C 6.541 0.239 0.255
C -2.635 2.441 -1.042
C 4.213 0.669 -0.054
C 1.769 2.569 1.657
C 0.356 -5.739 -1.806
C 3.116 3.192 -3.163
C 6.563 -0.456 -0.951
C 1.881 2.892 -4.010
C -0.776 -4.219 -3.257
C 0.547 0.016 6.834
C -4.900 -1.327 -2.367
C -3.552 2.895 -0.097
C 0.784 4.442 2.748
C -3.559 2.372 3.770
H 0.980 3.175 -3.458
H 0.890 -5.446 -3.858
H 7.443 0.316 0.850
H 3.294 -0.166 -1.783
H 1.173 1.901 6.014
H 2.906 4.003 2.755
H -2.632 2.778 3.384
H -1.394 3.203 -2.602
H -0.568 2.958 -1.069
H 0.203 -0.735 -5.022
H -5.882 -2.875 -3.490
H 1.899 3.514 -4.907
H 4.034 2.909 -3.679
H -1.426 2.362 1.282
H -6.442 3.367 5.247
H 1.669 0.333 -6.166
H -1.364 4.498 2.536
H -3.867 -4.361 -3.410
H -6.850 0.928 5.163
H -5.221 2.341 1.140
H 1.825 -1.276 -4.554
H -1.673 -2.093 5.381
H -0.222 -1.916 7.370
H 0.578 -5.610 1.065
H 2.073 2.008 -6.433
H 0.858 5.349 3.334
H -1.651 4.350 -1.261
H -0.277 1.724 4.031
H -0.358 -7.006 0.562
H 1.204 0.081 7.693
H -0.929 -3.745 -4.219
H 3.099 2.659 -2.216
H 1.220 1.622 -1.986
H -1.179 -5.565 1.235
H 4.357 1.649 -5.520
H -5.150 -0.580 4.197
H 3.163 4.262 -2.945
H -3.480 3.908 0.281
H 3.931 0.010 -5.032
H 4.033 0.426 -6.750
H -4.323 4.289 4.357
H 1.140 -6.454 -1.599
H 5.323 1.328 1.657
H -5.741 -0.647 -2.355
H -5.296 0.018 0.212
H 7.481 -0.924 -1.284
H 5.408 -1.208 -2.594
H 0.494 -1.417 -3.408
*
```

Its energy is -205782.0605 eV.

=====

Formula: C24H23N4O3Se2Ti
Source: the Open Molecules 2025 dataset
Level of theory: the ωB97M-V functional and the def2-TZVPD basis

Structure (ORCA input):
```
! RIJCOSX wB97M-V def2-TZVPD def2/J DEFGRID3
* xyz 2 2
Se -1.700 -2.638 -1.938
Se -3.121 -2.311 -0.138
Ti 0.124 -0.201 0.025
O 0.427 1.588 -0.378
O 0.275 3.394 -1.688
O 0.381 -0.087 -2.131
N 0.297 0.004 2.175
N -2.120 0.371 0.104
N 0.352 -2.464 0.003
N 2.292 -0.225 0.447
C 1.110 -5.138 -0.188
C 1.706 0.735 3.950
C 4.863 0.670 0.901
C -4.698 1.469 0.201
C 3.891 0.804 1.883
C 2.616 0.330 1.629
C -3.583 2.269 0.369
C 0.143 -4.612 -1.032
C 1.606 1.443 -3.594
C 3.233 -0.359 -0.490
C -2.330 1.689 0.307
C -0.924 1.414 -3.537
C -4.505 0.113 -0.012
C 0.630 0.700 4.825
C 4.536 0.065 -0.301
C 1.514 0.377 2.628
C 1.252 -3.001 0.845
C 0.361 2.211 -1.561
C -3.216 -0.395 -0.040
C -0.611 0.297 4.362
C -0.735 -0.038 3.028
C -0.224 -3.286 -0.889
C 0.362 1.250 -2.749
C 1.652 -4.321 0.790
H -5.343 -0.552 -0.165
H -1.449 2.301 0.425
H 0.767 0.976 5.862
H -5.696 1.885 0.226
H -0.987 2.434 -3.912
H -1.796 1.218 -2.910
H 5.866 1.034 1.077
H 2.377 -4.692 1.500
H 2.682 1.027 4.307
H 0.233 -0.757 -2.809
H 4.135 1.276 2.822
H 5.268 -0.068 -1.085
H 1.673 -2.337 1.586
H 2.512 1.298 -3.005
H 1.408 -6.174 -0.275
H -1.684 -0.351 2.615
H -0.938 0.734 -4.391
H 1.608 0.748 -4.435
H 1.612 2.457 -3.989
H -1.470 0.244 5.015
H 2.920 -0.815 -1.421
H -3.662 3.333 0.537
H -0.352 -5.229 -1.769
*
```

Its energy is -191162.8500 eV.

=====

Formula: C27H45N2O32S7
Source: the Open Molecules 2025 dataset
Level of theory: the ωB97M-V functional and the def2-TZVPD basis

Structure (ORCA input):
```
! RIJCOSX wB97M-V def2-TZVPD def2/J DEFGRID3
* xyz 1 1
S -1.522 -2.914 6.947
S 0.773 1.279 -6.657
S 8.613 -1.727 3.988
S 4.297 1.407 -4.537
S -4.813 2.058 -4.207
S 4.809 -3.716 0.048
S -7.270 2.530 2.400
O -0.905 -3.320 0.169
O -6.173 2.558 3.585
O 0.177 1.526 4.328
O -0.364 -2.139 7.768
O 1.365 1.587 -5.401
O 3.843 0.384 -3.357
O -4.322 0.725 -4.101
O -3.975 3.193 -4.033
O 7.776 -0.360 4.215
O -7.693 4.085 2.464
O -5.586 2.214 -5.613
O -8.372 1.746 2.831
O 4.918 -4.975 1.041
O 3.618 -4.277 -0.884
O 0.682 1.470 2.279
O 4.305 -2.595 0.785
O -0.419 0.217 -6.404
O 4.665 2.643 -3.940
O -0.150 2.527 -7.110
O 7.431 -2.581 3.286
O 8.895 -2.295 5.257
O -1.937 -1.695 5.968
O -6.093 2.215 -3.239
O -2.600 -3.176 7.831
O 5.995 -3.654 -0.724
O 1.531 0.844 -7.776
O -6.601 2.298 1.164
O 9.618 -1.481 3.014
O -0.912 -3.927 6.156
O 3.354 1.314 -5.593
O 2.343 2.066 -0.185
O 5.643 0.621 -4.979
N 0.004 2.093 3.314
N 1.008 -0.545 0.171
C -1.664 0.916 -6.346
C 2.471 -0.364 0.551
C -0.199 1.538 1.125
C 3.464 -5.684 -0.651
C 1.208 1.742 -1.001
C -2.257 -1.321 0.371
C -5.922 3.911 3.977
C -0.011 -0.945 7.068
C 4.581 -0.836 -3.486
C -2.894 -0.851 1.608
C -7.190 2.745 -3.992
C 0.307 -1.449 1.141
C -0.969 -2.168 0.502
C 3.826 -5.874 0.808
C -7.212 4.654 3.685
C -7.001 2.192 -5.391
C 6.199 -1.868 3.387
C 0.313 0.746 -0.128
C -1.294 -0.493 6.397
C -4.093 -0.008 1.431
C -3.934 -0.175 -1.131
C 5.930 -0.420 -4.046
C 6.587 -0.402 3.429
C -1.500 2.089 -7.293
C 3.147 0.875 -0.154
C -4.584 0.329 0.079
C -2.752 -1.013 -0.964
H 5.556 -2.099 2.542
H 2.448 -6.003 -0.873
H 4.068 1.139 0.439
H 6.573 -0.010 -3.264
H 0.568 2.625 -1.243
H 1.493 1.235 -1.965
H 4.045 -1.483 -4.186
H -7.514 2.788 -6.143
H -2.484 0.260 -6.631
H -5.647 3.958 5.030
H -1.106 0.161 5.549
H -4.278 0.040 -2.167
H -7.959 4.470 4.461
H 4.668 -1.337 -2.523
H -1.239 1.268 1.452
H 0.385 -0.199 7.754
H -1.954 0.012 7.107
H -5.487 1.004 -0.068
H 3.425 0.644 -1.221
H 5.811 0.222 3.871
H 0.754 -1.200 6.329
H -2.180 -1.446 -1.820
H 2.468 -0.216 1.663
H 5.704 -2.172 4.314
H -2.196 2.898 -7.073
H -4.661 0.398 2.298
H -2.509 -1.081 2.628
H -8.139 2.447 -3.551
H -7.059 5.726 3.577
H 4.121 -6.898 1.030
H 6.442 -1.243 -4.541
H -1.812 1.257 -5.317
H 4.161 -6.213 -1.306
H -7.341 1.155 -5.457
H 6.828 -0.028 2.430
H 3.001 -5.584 1.462
H 1.026 -2.297 1.351
H -0.253 2.626 0.820
H 0.081 -0.989 2.133
H -5.098 4.295 3.370
H -1.623 1.779 -8.333
H -7.111 3.835 -3.982
H 3.058 -1.299 0.300
H -0.591 0.535 -0.773
H 1.043 -1.067 -0.723
*
```

Its energy is -173056.2297 eV.